C52H104O26S13 | ωB97M-V/def2-TZVPD

Structure (XYZ):
```
195
Properties=species:S:1:pos:R:3:lowdin_charge:R:1
O 5.105 5.633 -0.044 -0.359
C -3.156 4.184 -0.887 -0.272
H 4.024 7.594 -1.841 0.103
C -5.506 1.119 -3.010 -0.176
O 4.643 2.019 0.093 -0.352
O 6.256 -2.618 5.738 -0.338
O -1.804 0.756 6.437 -0.336
H -1.907 4.244 0.821 0.096
H -3.502 4.870 -1.661 0.122
H -0.604 0.630 -1.690 0.059
S -1.663 1.701 5.334 0.709
O -0.420 0.566 -4.427 -0.198
H 8.382 1.874 -1.016 0.122
H 2.708 -3.676 -3.816 0.111
C 2.647 6.153 -2.893 -0.185
H 6.333 -0.800 0.403 0.064
H -1.983 -5.147 3.220 0.110
C 6.923 -3.404 3.261 -0.211
H 4.736 6.816 -3.292 0.092
H 2.743 3.512 5.165 0.114
H 0.915 -0.641 1.735 0.111
C -0.351 -2.960 -5.994 -0.165
C -3.805 2.012 3.627 -0.244
O 5.662 4.384 -2.192 -0.361
C -0.889 -2.075 -4.896 -0.162
H -0.671 0.599 3.468 0.084
C -4.362 3.791 -0.123 -0.220
H -2.955 3.670 4.749 0.095
O -3.023 0.450 -2.695 -0.358
C 4.115 5.174 4.840 -0.206
H 5.639 -4.250 1.636 0.089
H 2.532 -6.444 -2.504 0.121
H -6.457 -3.815 -3.537 0.110
C -0.018 -2.075 -7.227 -0.174
C 3.138 4.378 -1.240 -0.224
H 4.932 -4.392 -2.831 0.091
S -4.594 5.313 0.899 0.745
H 7.555 -4.291 3.286 0.095
H 1.582 6.396 4.820 0.099
C -5.538 0.954 -5.570 -0.187
C 4.094 5.104 3.307 -0.202
H 4.749 5.789 2.769 0.095
H 6.948 3.344 -0.127 0.076
C 0.821 -5.977 2.859 -0.185
C -2.679 1.567 2.739 -0.202
H 6.372 -2.903 1.053 0.087
C -1.439 -4.558 2.481 -0.215
H -7.303 1.252 -4.373 0.116
O 0.973 -3.331 2.763 -0.333
O -0.689 -1.842 -1.172 -0.369
S 0.244 -0.657 -4.845 0.869
H -2.044 -5.989 0.954 0.119
H -3.177 -4.795 -1.476 0.094
H -3.751 -2.908 -0.253 0.099
C 1.029 1.222 -0.223 -0.197
H -1.832 -1.592 -5.149 0.106
H -5.354 3.642 -0.550 0.098
O 1.583 -1.115 -4.415 -0.188
C -4.102 0.621 -5.214 -0.232
H 4.958 -5.795 -1.784 0.099
C -7.331 -1.712 3.308 -0.195
S 2.301 5.314 2.813 0.694
H -6.646 -0.334 -4.165 0.096
O -1.667 -1.016 1.048 -0.337
H 8.256 0.150 1.609 0.122
C -5.831 -1.838 3.212 -0.223
H -3.923 2.581 5.781 0.100
C -7.785 -0.451 2.475 -0.182
C 6.743 0.150 0.063 -0.207
H -0.737 -7.312 2.450 0.118
O -7.209 -0.531 -0.198 -0.378
O 5.566 1.319 2.328 -0.332
H -0.462 -0.052 -7.161 0.120
O 5.622 -5.016 5.070 -0.351
H 6.576 0.207 -1.013 0.112
H 0.502 -3.531 -5.627 0.112
C -0.164 -6.562 1.905 -0.237
H -5.530 -2.421 -3.594 0.075
H 2.006 -0.512 -1.135 0.104
C 8.177 0.362 0.543 -0.208
H 4.028 6.250 4.988 0.104
H 9.363 2.150 0.303 0.121
H 1.004 1.680 0.766 0.121
H 3.037 3.674 -0.414 0.067
H -2.745 3.323 -1.414 0.085
H 2.005 7.011 -3.097 0.110
C 7.242 2.617 0.629 -0.194
H 2.790 5.499 -3.754 0.111
C -1.157 -5.539 1.400 -0.254
C -5.430 -1.560 1.749 -0.175
H 0.210 -7.176 1.085 0.120
H -1.141 -3.679 -6.211 0.134
C -1.715 0.791 3.715 -0.188
H 1.271 -4.670 -3.702 0.107
O -5.875 1.132 1.239 -0.347
S -3.756 1.373 -3.565 0.707
O -0.582 2.664 5.346 -0.344
H -4.312 2.881 0.475 0.073
H -1.255 1.374 -0.518 0.090
H -6.082 -2.488 -1.106 0.082
H -5.935 0.169 -6.214 0.114
C -3.096 -3.859 -2.030 -0.211
C -6.363 0.716 -4.247 -0.178
H -3.329 0.948 -5.909 0.096
H -8.741 -0.493 1.954 0.095
H -2.029 -3.780 -2.236 0.079
C -5.407 -3.222 -1.546 -0.196
S 0.133 -4.324 3.371 0.737
C -2.972 6.151 0.546 -0.162
C -2.130 4.906 -0.015 -0.160
H 1.065 5.018 -1.790 0.095
H -2.796 6.720 1.459 0.098
O -3.413 2.768 -3.723 -0.305
H -0.882 -2.092 -7.891 0.133
C 4.786 -2.420 2.553 -0.191
C 1.873 -0.022 -0.171 -0.184
C 0.324 -0.701 -6.774 -0.094
H 7.336 3.073 1.615 0.107
H 3.665 -2.510 4.546 0.116
H -5.594 -2.876 3.447 0.119
H -7.622 -1.706 4.358 0.123
S 5.859 -3.588 4.712 0.718
H -5.396 -1.153 3.939 0.111
O -5.627 6.158 0.286 -0.344
H -3.635 -1.821 -1.657 0.100
S -0.623 -0.961 0.010 0.737
C -3.229 2.633 4.942 -0.183
H -5.660 1.934 -6.031 0.122
H -5.569 -4.128 -0.962 0.123
H -3.897 -0.433 -5.024 0.081
H 3.968 -2.356 1.835 0.081
C 4.373 -3.040 3.909 -0.225
O -3.506 -3.696 -4.754 -0.375
H -1.952 -3.622 2.257 0.098
C -0.365 0.755 -0.634 -0.188
H 3.844 -3.966 3.685 0.088
H 3.408 -5.898 -4.009 0.115
H 4.987 4.816 5.386 0.118
H -5.607 -2.482 1.196 0.080
H -3.232 6.872 -0.229 0.092
S 3.544 -3.848 -0.984 0.696
C 1.926 -3.806 -1.812 -0.218
H 1.554 1.940 -0.853 0.111
H -0.846 -2.328 -3.836 0.104
H -4.520 2.756 3.278 0.087
H 0.895 -6.551 3.783 0.109
C 4.301 -5.050 -2.233 -0.160
C 1.660 5.339 4.568 -0.197
O 1.904 4.075 2.186 -0.351
C -3.924 -2.819 -1.325 -0.217
C -5.577 -3.374 -3.067 -0.189
O 3.492 -4.527 0.284 -0.321
S -6.575 -0.162 1.097 0.765
H 0.639 4.961 4.530 0.084
H -5.551 0.232 -2.379 0.077
H -3.240 0.997 1.998 0.078
O -4.511 -5.740 -3.475 -0.339
H -0.744 -5.054 0.515 0.099
H 1.398 -1.969 0.891 0.077
C 4.076 6.681 -2.435 -0.176
H -2.202 2.362 2.165 0.101
C 2.062 5.437 -1.652 -0.215
C 1.002 -0.971 0.700 -0.230
H 8.921 -0.278 0.070 0.120
H -7.730 0.471 3.054 0.097
H 1.881 5.999 -0.735 0.104
C 3.036 -5.627 -3.021 -0.178
H 3.254 3.832 -2.176 0.079
C 2.184 -4.387 -3.177 -0.280
H -5.856 2.013 -2.495 0.100
H 2.804 0.390 0.216 0.104
H -7.749 -2.561 2.766 0.114
H -4.396 1.168 3.982 0.100
S 4.746 5.261 -1.427 0.731
S -4.064 -4.325 -3.549 0.760
O 2.087 6.611 2.200 -0.348
H 5.148 -1.392 2.560 0.089
S 5.758 1.513 0.889 0.731
H -4.436 -1.157 1.555 0.074
O -0.052 -4.376 4.856 -0.340
C 8.363 1.784 0.070 -0.241
H -1.211 5.187 -0.529 0.102
H 1.298 -4.600 -1.407 0.106
H 1.461 -2.829 -1.680 0.069
H -2.066 -0.214 3.950 0.092
H 2.733 4.659 6.428 0.114
H 1.764 -5.775 2.352 0.095
H 4.334 4.064 3.087 0.085
O 4.210 -2.563 -1.164 -0.331
H 7.635 -2.592 3.412 0.099
C 2.743 4.588 5.341 -0.207
H 1.272 -0.248 -7.065 0.125
H 0.659 -2.614 -7.890 0.136
O -4.631 4.836 2.302 -0.359
C 6.002 -3.291 2.002 -0.183
```

Spin multiplicity: 2
Net charge: +1
HOMO-LUMO gap (alpha / beta) (eV): 8.3 / 1.8

=====

C10H15Cl9N2O3 | ωB97M-V/def2-TZVPD

Structure (XYZ):
```
39
Properties=species:S:1:pos:R:3:lowdin_charge:R:1
H 1.673 -0.064 -3.593 0.095
H 0.023 -1.512 2.212 -0.043
H -2.051 2.816 -1.943 0.010
Cl 1.189 1.169 0.959 0.752
Cl -2.025 -0.847 -0.055 0.747
Cl -1.268 2.094 -4.032 0.562
O 0.805 -1.146 0.329 -0.251
O 3.031 -1.333 -0.229 0.102
Cl 3.856 2.161 0.588 0.574
H 2.808 -1.282 -3.159 0.105
C -2.428 2.175 2.933 -0.330
Cl -1.948 2.008 0.749 0.768
H 1.225 -2.673 1.663 0.120
Cl -0.646 0.875 -1.430 0.673
C -1.826 1.844 -2.383 -1.371
C 0.953 -1.617 1.654 -0.176
H 3.318 -0.091 0.789 -0.002
N 0.968 -4.158 -1.905 0.128
H -2.785 2.623 2.006 -0.082
H 1.675 -1.121 2.303 0.046
H -0.925 -1.754 -0.881 -0.142
H -1.706 2.837 3.412 0.108
C 0.117 -3.349 -1.865 -0.249
Cl 3.187 0.859 3.001 0.534
C -0.925 -2.289 -1.831 -0.184
H -0.187 0.517 0.157 -0.240
Cl -3.408 0.970 -2.368 0.515
C 2.343 -0.368 -2.789 -0.003
H -1.911 -2.712 -2.024 0.089
H -1.897 1.241 2.750 -0.140
C 1.877 -1.039 -0.502 -0.622
C -1.101 0.408 0.740 -1.409
O 1.513 -0.424 -1.623 -0.156
Cl -0.703 0.047 2.457 0.787
N -4.606 1.774 4.350 0.110
C 2.906 0.828 1.207 -1.357
H 3.190 0.295 -2.613 0.102
H -0.652 -1.721 -2.720 0.080
C -3.657 1.959 3.685 -0.251
```

HOMO-LUMO gap (eV): 9.4

=====

C21H56N5O13Zn | ωB97M-V/def2-TZVPD

Structure (XYZ):
```
96
Properties=species:S:1:pos:R:3:lowdin_charge:R:1
H -19.212 2.213 4.948 0.071
H -17.183 3.765 3.312 0.071
H -19.890 7.749 5.995 0.128
H -14.376 8.080 2.343 0.113
H -18.871 7.285 2.746 0.098
C -16.864 7.314 -5.921 0.018
H -21.124 7.773 -2.815 0.098
H -16.565 8.354 -6.016 0.116
H -19.205 4.731 1.314 0.105
H -18.371 10.458 2.661 0.125
C -14.183 5.972 2.742 -0.261
C -19.028 5.813 1.180 -0.312
H -17.245 8.829 -0.014 0.092
H -22.703 3.365 2.480 0.120
C -18.812 3.329 -2.097 -0.237
C -19.091 8.150 -6.000 0.020
H -20.094 8.001 -5.613 0.098
C -19.149 7.496 -2.866 -0.209
O -17.455 3.936 6.004 0.016
N -19.151 10.082 2.150 0.233
H -12.441 5.217 2.869 0.093
H -22.286 7.282 6.884 0.125
C -18.683 5.897 -5.165 0.014
H -24.048 2.907 0.464 0.091
H -16.846 10.103 1.053 0.082
H -19.007 7.929 -7.058 0.115
C -16.442 3.788 5.328 -0.582
H -18.853 2.296 -2.450 0.124
H -19.839 3.834 4.670 0.053
N -18.164 7.290 -5.186 -0.353
H -17.016 6.795 -6.858 0.109
H -15.126 4.562 6.686 0.111
H -18.127 5.249 -4.490 0.102
C -22.676 4.565 0.841 -0.533
H -21.911 4.902 2.701 0.092
O -19.642 6.194 -0.033 -0.367
H -20.306 2.614 3.490 0.071
H -14.379 4.113 5.210 0.078
O -13.251 5.110 3.384 -0.068
H -19.121 8.105 -1.960 0.111
H -15.590 3.054 3.443 0.073
H -19.489 5.683 3.288 0.098
H -17.580 3.181 -0.258 0.125
O -17.168 4.943 -1.287 -0.088
H -17.898 8.931 -3.898 0.143
C -17.572 3.579 -1.276 -0.233
H -16.106 6.812 -5.321 0.117
H -18.622 5.476 -6.165 0.117
O -22.366 5.670 0.392 -0.027
H -17.939 5.954 1.130 0.103
O -20.024 3.589 -1.398 -0.073
O -19.797 8.970 0.302 -0.037
H -21.835 4.382 5.490 0.048
C -20.764 8.377 5.800 -0.217
H -18.800 3.918 -3.028 0.091
H -17.091 7.526 -3.417 0.147
H -22.486 2.787 -0.276 0.092
H -19.963 9.807 2.694 0.096
N -15.215 4.162 5.768 0.172
N -22.407 4.250 2.109 0.226
H -17.876 5.447 -0.853 0.024
H -20.790 9.145 6.576 0.122
Zn -21.086 7.380 0.557 0.890
H -20.008 4.529 -1.150 0.042
O -12.783 7.258 1.290 -0.072
H -22.601 3.255 6.636 0.107
H -19.721 5.934 -4.844 0.111
C -17.589 9.813 0.309 0.026
H -14.633 5.505 1.858 0.122
C -18.947 9.619 0.919 -0.531
H -12.936 7.601 3.304 0.127
O -21.794 6.334 5.112 -0.111
O -21.510 1.267 5.702 0.032
C -21.258 2.410 5.386 -0.596
O -20.859 7.000 2.467 -0.375
C -19.549 6.447 2.507 -0.289
H -20.686 8.361 3.830 0.024
H -21.434 6.610 4.256 0.025
N -21.940 3.470 5.911 0.162
H -19.088 6.447 -2.567 0.100
C -18.057 7.855 -3.810 -0.101
H -12.676 8.150 0.953 0.078
H -22.907 8.004 5.414 0.125
C -16.546 3.156 3.959 -0.006
C -20.041 2.769 4.534 -0.013
H -15.078 6.071 3.368 0.114
H -16.782 3.004 -1.776 0.120
H -17.087 2.218 4.052 0.078
C -13.596 7.323 2.478 -0.232
O -20.419 7.780 -3.467 -0.059
C -22.022 7.538 5.857 -0.199
H -17.660 10.557 -0.479 0.096
H -18.832 9.181 -5.781 0.113
H -23.594 3.905 -0.975 0.089
O -20.633 9.028 4.539 -0.103
C -23.276 3.502 -0.019 0.015
```

Energy relative to the best compared isomer or geometry (same formula, charge and spin) (kcal per mole): 0.0
Net charge: +1
HOMO-LUMO gap (eV): 7.6

=====

Short version: energy = -249684.987; -132423.411; -105166.116 eV, in the order given.